Entry from OMol25: 10 unconnected molecules or ions with the total composition C26H58F15N5O20S5 (wB97M-V/def2-TZVPD).

Each line ends with the Löwdin charge.
Positions of all 129 atoms, in Å:
S1 1.772 -15.462 -10.642  0.51
S2 -2.887 -13.822 -13.895  0.52
S3 2.009 -8.529 -15.889  0.54
S4 -3.579 -11.224 -10.363  0.45
S5 1.195 -10.494 -9.167  0.41
F1 0.630 -9.673 -6.619  0.10
F2 3.437 -13.226 -11.085  0.05
F3 4.369 -14.857 -9.862  0.10
F4 3.916 -10.455 -16.647  0.06
F5 -1.443 -15.753 -15.079  0.09
F6 -0.919 -9.290 -8.246  0.10
F7 -3.474 -15.499 -15.853  0.12
F8 2.035 -10.423 -17.914  0.09
F9 1.971 -11.251 -15.915  0.09
F10 2.795 -13.640 -8.996  0.11
F11 -3.787 -8.821 -8.984  0.06
F12 -3.226 -16.402 -13.913  0.17
F13 0.837 -7.998 -8.103  0.06
F14 -5.653 -9.844 -9.304  0.09
F15 -4.177 -10.603 -7.820  0.13
O1 0.730 -14.653 -11.241  -0.30
O2 2.863 -8.390 -14.701  -0.36
O3 0.871 -11.785 -8.610  -0.28
O4 7.357 -8.714 -10.638  -0.07
O5 0.718 -10.236 -10.494  -0.32
O6 6.104 -17.742 -14.277  0.13
O7 2.414 -16.355 -11.601  -0.40
O8 -1.084 -7.853 -13.878  -0.08
O9 -1.839 -13.735 -12.898  -0.32
O10 -2.256 -11.534 -9.881  -0.33
O11 2.535 -12.264 -13.407  0.05
O12 -2.475 -12.819 -14.909  -0.39
O13 -4.510 -12.342 -10.402  -0.33
O14 1.295 -16.203 -9.447  -0.32
O15 2.249 -7.466 -16.898  -0.34
O16 -0.289 -15.208 -17.601  -0.07
O17 0.583 -8.672 -15.639  -0.32
O18 -4.223 -13.722 -13.332  -0.28
O19 -3.584 -10.405 -11.568  -0.36
O20 2.590 -10.235 -9.078  -0.35
N1 0.484 -5.928 -11.760  -0.30
N2 0.351 -12.134 -12.511  0.14
N3 -1.940 -13.855 -19.725  -0.29
N4 5.798 -9.681 -13.004  -0.27
N5 6.059 -15.483 -13.259  0.11
C1 -4.358 -10.059 -9.004  -0.64
C2 0.399 -9.284 -7.921  -0.55
C3 4.785 -14.899 -13.940  0.05
C4 6.236 -17.598 -11.815  0.04
C5 5.459 -10.155 -14.445  0.01
C6 6.114 -17.041 -13.237  -0.29
C7 1.786 -5.153 -11.462  0.01
C8 1.410 -12.727 -13.422  -0.35
C9 0.142 -13.977 -18.136  -0.23
C10 3.231 -14.217 -10.133  -0.57
C11 -2.763 -13.187 -18.539  0.05
C12 2.545 -10.273 -16.655  -0.52
C13 -0.348 -13.666 -19.583  -0.03
C14 7.217 -7.829 -11.772  -0.19
C15 1.040 -13.917 -14.343  0.03
C16 -2.746 -15.530 -14.760  -0.67
C17 -0.419 -10.970 -13.228  0.04
C18 0.945 -7.381 -11.551  0.00
C19 7.055 -8.763 -12.974  -0.07
C20 6.128 -10.959 -12.195  0.01
C21 -2.445 -15.342 -19.808  0.03
C22 -0.569 -5.652 -10.714  0.01
C23 -2.391 -13.046 -20.969  0.01
C24 4.531 -9.210 -12.286  0.02
C25 0.058 -5.676 -13.262  -0.03
C26 -1.205 -6.444 -13.867  -0.18
H1 -0.192 -13.190 -17.460  0.11
H2 0.713 -11.828 -11.620  0.11
H3 0.194 -13.653 -14.978  0.07
H4 6.190 -10.617 -11.162  0.10
H5 5.356 -11.719 -12.315  0.09
H6 -1.319 -10.708 -12.673  0.09
H7 0.240 -14.271 -20.273  0.13
H8 -2.108 -12.027 -20.706  0.10
H9 4.603 -9.180 -11.199  0.11
H10 0.122 -10.052 -13.458  0.06
H11 4.639 -13.874 -13.598  0.07
H12 7.084 -11.328 -12.566  0.09
H13 4.956 -14.879 -15.017  0.10
H14 0.423 -15.661 -17.144  0.10
H15 0.817 -14.793 -13.735  0.08
H16 6.176 -10.877 -14.837  0.10
H17 7.063 -16.983 -11.461  0.09
H18 2.473 -5.426 -12.263  0.10
H19 4.304 -8.209 -12.653  0.09
H20 0.911 -5.803 -13.929  0.12
H21 6.846 -15.141 -13.792  0.16
H22 5.318 -17.474 -11.241  0.11
H23 3.972 -15.556 -13.631  0.09
H24 -0.720 -8.133 -14.721  0.02
H25 -0.322 -12.850 -12.276  0.09
H26 1.218 -14.036 -17.967  0.13
H27 1.568 -7.587 -10.680  0.10
H28 1.535 -7.557 -12.450  0.08
H29 6.591 -18.628 -11.800  0.10
H30 6.329 -7.249 -11.525  0.12
H31 -0.223 -12.614 -19.842  0.12
H32 7.564 -8.197 -9.856  0.10
H33 -0.180 -5.859 -9.717  0.10
H34 -1.766 -15.851 -20.493  0.10
H35 -0.141 -4.605 -13.226  0.12
H36 7.866 -9.489 -13.030  0.12
H37 -3.471 -13.125 -21.093  0.10
H38 -1.368 -6.394 -10.705  0.12
H39 -2.267 -12.217 -18.501  0.11
H40 -2.672 -13.807 -17.647  0.08
H41 8.086 -7.199 -11.963  0.13
H42 -3.515 -15.389 -20.011  0.10
H43 0.045 -7.985 -11.662  0.10
H44 -2.288 -15.812 -18.837  0.08
H45 1.986 -14.001 -14.879  0.07
H46 -3.830 -13.091 -18.744  0.11
H47 6.137 -15.065 -12.342  0.15
H48 1.504 -4.105 -11.566  0.10
H49 3.765 -9.880 -12.677  0.09
H50 4.449 -10.565 -14.462  0.07
H51 2.149 -5.352 -10.454  0.11
H52 -1.351 -6.277 -14.934  0.13
H53 -2.124 -6.143 -13.365  0.12
H54 -1.775 -13.521 -21.733  0.10
H55 7.120 -8.144 -13.869  0.13
H56 -0.973 -4.640 -10.693  0.11
H57 5.485 -9.216 -14.997  0.10
H58 -0.822 -11.285 -14.191  0.07

Values from the calculation:
* E_LUMO: -1.92 eV
* E_HOMO: -0.221 Ha
* energy relative to the best compared isomer or geometry (same formula, charge and spin): 0.00 kcal per mole